No. 1
Molecular formula: C14H27AsF6NO4S5Tc
Method: DFT, ωB97M-V with the def2-TZVPD basis set

```
59
Properties=species:S:1:pos:R:3:forces:R:3:nbo_charge:R:1
Tc 0.048379 0.136464 -0.630623 0.1745 -0.9816 -0.0038 0.7985
C -1.006486 1.133493 -3.783926 -0.1006 -0.0721 -0.0056 -0.5545
C -2.231469 0.863953 -2.926016 0.0977 0.0369 -0.0086 -0.5274
S -2.013513 1.302302 -1.166618 -0.0651 -0.1251 0.1435 0.4944
C -1.598358 3.080434 -1.216770 -0.0768 0.0189 0.0570 -0.5432
C -0.417157 3.424394 -0.331180 0.0436 0.0042 -0.0283 -0.5326
S 1.043667 2.368578 -0.593595 0.0685 -0.0778 0.1331 0.4816
C 1.532520 2.804398 -2.310957 0.0233 0.0057 -0.0030 -0.5244
C 1.771217 1.595547 -3.192843 0.0051 -0.0094 0.0593 -0.5576
S 0.484564 0.326251 -3.116186 0.0026 -0.0380 -0.1231 0.4571
H -0.809021 2.193639 -3.931242 0.0031 0.0089 0.0183 0.2450
H -1.170184 0.688070 -4.766927 -0.0063 0.0423 -0.0285 0.3036
H -2.495801 -0.195062 -2.909837 0.0020 -0.0037 0.0022 0.2839
H -3.101446 1.420613 -3.279561 -0.0080 -0.0206 -0.0275 0.2952
H -2.488167 3.605853 -0.866629 0.0076 0.0456 -0.0333 0.2973
H -1.439988 3.354202 -2.257428 0.0348 0.0253 0.0073 0.2512
H -0.652506 3.329807 0.728978 0.0067 0.0001 -0.0022 0.2621
H -0.089652 4.451792 -0.502257 -0.0357 0.0250 0.0402 0.2960
H 2.452880 3.381047 -2.212107 -0.0030 0.0388 -0.0187 0.2968
H 0.762640 3.468458 -2.700745 -0.0166 -0.0219 -0.0242 0.2456
H 2.684817 1.059615 -2.927188 -0.0204 -0.0029 -0.0003 0.2879
H 1.865943 1.900068 -4.237420 0.0441 0.0115 0.0062 0.2982
F -2.682158 -3.853366 -0.921487 0.0260 -0.0465 -0.0350 -0.2724
C -1.454202 -4.299956 -1.085998 -0.0054 0.0910 0.1341 0.8411
F -0.972978 -4.792425 0.028558 -0.0345 0.0070 0.0013 -0.2644
F -1.366594 -5.137322 -2.076719 0.0179 -0.0032 0.0221 -0.2426
S -0.429834 -2.786203 -1.563111 -0.0718 -0.0426 -0.2057 2.1464
O -0.934847 -1.677921 -0.617462 0.2786 0.5290 -0.3668 -0.9069
O -0.657897 -2.442051 -2.928019 -0.0599 -0.0991 0.2116 -0.8523
N 1.017207 -3.172351 -1.120586 0.0017 0.0659 -0.0855 -1.1465
S 2.152030 -2.096986 -1.118639 0.0978 0.0226 -0.1385 2.1540
O 2.593145 -1.590182 -2.375833 0.0942 -0.0979 0.2543 -0.8500
O 1.739835 -0.960797 -0.163816 -0.3818 0.3431 -0.5280 -0.9065
C 3.538244 -2.945362 -0.170236 -0.1172 0.0993 0.1030 0.8375
F 4.430771 -2.007315 0.053291 0.0139 -0.0643 -0.0179 -0.2672
F 4.000132 -3.904673 -0.914805 0.0041 0.0003 -0.0182 -0.2425
F 3.025881 -3.393861 0.955668 0.0457 0.0108 -0.0098 -0.2731
C 2.586541 0.717139 2.428541 -0.0302 0.0106 0.0503 -0.6237
C 1.169776 1.151823 2.793148 0.0970 -0.1149 -0.2786 -0.6839
As -0.266175 0.184968 1.887283 -0.0192 0.3898 0.8656 1.1801
C -0.230381 -1.639731 2.581523 -0.1224 -0.1263 -0.2803 -0.6706
C -1.588361 -2.335513 2.540516 0.0659 0.0041 0.0004 -0.6317
C -1.912436 1.008158 2.533208 0.0862 -0.1018 -0.1412 -0.6815
C -1.956318 1.012234 4.059935 -0.0908 0.1000 0.0098 -0.6343
H 3.295152 1.277753 3.037250 -0.0088 -0.0015 0.0181 0.2676
H 2.831962 0.909939 1.384465 -0.0246 -0.0065 -0.0022 0.2020
H 2.751830 -0.340820 2.633153 -0.0185 -0.0076 -0.0132 0.2273
H 1.000155 2.213849 2.608740 0.0208 0.0413 0.0504 0.2372
H 0.964641 0.958634 3.845686 -0.0265 0.0591 0.0841 0.2671
H 0.138223 -1.520251 3.601340 0.0296 0.0248 0.0465 0.2656
H 0.527531 -2.180061 2.013935 0.0196 -0.0025 0.0248 0.2490
H -2.320205 -1.847143 3.180661 -0.0077 0.0112 0.0216 0.2299
H -1.468546 -3.355385 2.906686 -0.0053 0.0074 0.0112 0.2676
H -1.997946 -2.392277 1.532321 0.0150 0.0125 0.0198 0.2129
H -2.737114 0.442857 2.098326 -0.0448 0.0154 0.0066 0.2557
H -1.946561 2.022652 2.132132 -0.0510 0.0108 0.0105 0.2264
H -1.894981 0.010881 4.482209 0.0175 -0.0322 -0.0023 0.2288
H -2.907956 1.440053 4.374750 -0.0114 -0.0218 0.0229 0.2710
H -1.170460 1.627118 4.494478 0.0191 0.0024 -0.0053 0.2283
```
Positions in Å, forces in eV/Å.

Kohn-Sham gap (spin up / spin down) = 8.40 / 6.87 eV
net charge = +3
energy above the lowest of the compared OMol25 structures with the same formula, charge and spin = 4.9 kcal/mol
⟨S²⟩ = 3.78
electronic energy = -158125.828 eV
2S+1 = 4
E_HOMO (spin up / spin down) = -19.218 / -19.353 eV



No. 2
Molecular formula: C25H38BClInO23
Method: DFT, ωB97M-V with the def2-TZVPD basis set

```
89
Properties=species:S:1:pos:R:3:forces:R:3:lowdin_charge:R:1
C 1.765586 1.451750 -0.670311 0.9591 0.0207 -0.0611 -0.1502
C 2.915586 2.280432 0.205424 0.4758 -0.8581 -2.5338 -0.7221
Cl 2.065783 3.786005 0.892199 0.4093 -0.8207 0.2509 0.4523
C 4.034192 2.782561 -0.900689 -0.5551 1.0077 1.0392 -0.3141
In 5.509867 1.110241 -1.487649 -0.5104 1.0445 0.1290 0.7655
C 6.133756 1.498149 -3.661390 -0.3930 1.8675 -1.4182 -0.2442
C 4.981162 2.547852 -4.259849 -3.6619 -3.9435 -0.4242 -0.2437
O 3.734395 2.101356 -4.552802 7.1154 2.8255 1.4904 -0.1669
C 7.320082 1.429615 -0.088515 -0.1841 0.3183 1.9143 -0.1927
C 6.646775 1.705050 1.405603 0.8652 5.6069 0.2488 -0.3936
O 6.673806 2.959812 1.865156 -0.4036 -7.4986 -2.1154 -0.0755
O 5.987148 0.676346 2.228716 -0.3421 1.1241 -2.5214 -0.0504
B 4.679146 -0.979178 -1.177190 -0.3517 -2.0336 0.7263 -0.4498
O 5.410090 -2.115830 -1.841655 0.2405 1.5057 1.9612 -0.0782
O 3.468486 -1.268899 -0.333849 3.3245 0.8787 -0.1853 -0.0486
H 2.343376 0.965753 -1.586441 -1.2949 0.8550 2.0259 0.0769
H 1.012948 2.228770 -1.130331 1.3644 -1.6072 1.1622 0.0851
H 1.259073 0.626402 -0.006974 0.9000 1.8599 -1.5780 0.0617
H 3.384928 1.619575 1.073392 -1.1496 1.7181 -1.5739 0.0925
H 3.436798 3.191795 -1.821158 1.0535 -0.7767 1.7051 0.0489
H 4.685466 3.677289 -0.469941 -1.4434 -1.7825 -0.6997 0.0516
H 6.165970 0.489116 -4.254612 -0.1896 2.0745 1.0303 0.0475
H 7.202953 2.015488 -3.584448 -2.2751 -1.0293 -0.5400 0.0398
H 5.240569 3.683809 -4.380678 -0.5104 -1.9211 0.3294 0.1109
H 8.035520 0.504600 -0.119586 -1.3318 1.8048 0.2682 0.0434
H 7.816651 2.439216 -0.453170 -0.8474 -2.2136 1.1906 0.0623
H 5.165113 0.304499 1.752458 2.1584 0.9446 0.6967 0.0898
H 6.410020 -2.000542 -1.677577 -2.5042 0.1574 -0.5934 0.1000
H 3.621693 -0.674891 0.475853 -0.8180 -1.0517 -2.0264 0.0675
C 4.259944 -5.624180 -3.157744 -0.9063 0.5554 0.6015 -0.1348
C 5.540915 -4.905436 -3.432537 0.2227 1.2865 0.3536 -0.1434
O 6.444989 -5.953058 -3.727922 -0.3552 -1.2337 -0.3953 0.0589
C 5.698064 -7.014100 -4.152124 0.9300 -1.7878 -0.9111 -0.5219
O 6.160836 -8.027432 -4.648798 -0.9785 2.0764 1.0306 0.1179
O 4.366445 -6.792753 -3.948973 0.9713 -0.4682 -0.4097 0.0574
H 3.383308 -5.038377 -3.447543 0.1219 -0.2428 -0.0059 0.1405
H 4.161427 -5.916492 -2.107062 0.0238 0.0389 -0.0899 0.1374
H 5.470598 -4.243219 -4.301917 -0.0117 -0.0512 0.1039 0.1408
H 5.886085 -4.326328 -2.571636 -0.0302 -0.1565 -0.2781 0.1136
C -2.672882 -0.251065 -0.284186 -0.3974 -0.3203 -0.9300 -0.1374
C -3.384990 0.369424 0.873781 -1.3545 0.2569 0.0151 -0.1431
O -2.393300 0.409173 1.882288 0.9493 -0.0159 -0.0161 0.0573
C -1.183454 0.394343 1.250062 2.1868 0.4185 0.5549 -0.5167
O -0.114394 0.588796 1.804122 -2.4332 -0.4784 -0.8910 0.1115
O -1.326226 0.134654 -0.082474 0.2933 0.0396 1.2518 0.0458
H -3.041678 0.116924 -1.245546 0.2595 0.0227 0.1625 0.1387
H -2.732588 -1.344421 -0.274787 0.0014 0.0429 0.0262 0.1302
H -3.715542 1.391811 0.662224 0.0919 -0.2264 -0.0163 0.1124
H -4.245265 -0.222176 1.198736 0.2187 0.0566 0.1072 0.1152
C -3.540111 5.229344 1.190804 -0.5856 0.5078 0.9032 -0.1302
C -2.522965 5.951643 0.368190 0.2952 1.1516 0.0484 -0.1304
O -1.740519 4.905023 -0.174470 -0.5659 -1.1678 -0.0597 0.0747
C -2.520999 3.784976 -0.174506 1.0411 -1.6928 -1.2104 -0.4876
O -2.224690 2.739069 -0.727647 -0.8052 2.2900 1.1785 0.1441
O -3.676062 3.988445 0.523995 0.5554 -0.4439 -0.6131 0.0524
H -4.497216 5.756865 1.227005 0.0933 -0.2507 -0.0208 0.1392
H -3.196210 5.044992 2.213950 -0.0335 0.0526 -0.0977 0.1233
H -2.974944 6.517794 -0.453081 0.0093 -0.0671 0.0455 0.1355
H -1.905953 6.626509 0.967781 0.0167 -0.2043 -0.1457 0.1349
C -7.404519 -3.359888 2.791573 -0.2248 -0.8698 0.8005 -0.1376
C -7.648812 -1.898973 2.989169 -0.5778 0.5042 0.8908 -0.1368
O -6.815443 -1.295386 2.017937 0.3690 -0.5958 -0.8860 0.0623
C -6.606871 -2.225475 1.040651 1.0165 0.5736 -2.0257 -0.5093
O -6.073966 -1.990753 -0.031077 -1.1110 -0.5918 2.3034 0.1295
O -7.073153 -3.451496 1.418710 0.3273 0.7925 -0.5831 0.0539
H -8.287166 -3.964116 3.018465 0.1864 0.0197 -0.2046 0.1385
H -6.559962 -3.726651 3.384270 -0.0649 0.0498 -0.0633 0.1392
H -8.687872 -1.617802 2.787687 0.0954 -0.0292 -0.0030 0.1374
H -7.378521 -1.564102 3.994387 0.0481 0.0804 -0.2667 0.1402
C -1.356805 4.093707 5.212422 -0.1770 -1.1647 0.3204 -0.1364
C 0.015110 4.672656 5.087280 1.0730 -0.6089 0.3431 -0.1312
O -0.171364 5.764056 4.206264 -1.2441 0.5520 -0.1346 0.0693
C -1.484481 6.126510 4.295759 -0.4171 1.7404 -0.8554 -0.5260
O -1.955337 7.136934 3.800762 0.8247 -2.0809 0.9115 0.1167
O -2.201160 5.211658 5.011922 0.1735 0.9695 -0.4984 0.0503
H -1.532145 3.646731 6.194821 -0.1288 0.1772 -0.1645 0.1357
H -1.568195 3.347887 4.439020 0.0608 0.0594 0.0494 0.1372
H 0.398445 5.049684 6.041324 -0.0560 0.0039 -0.0768 0.1355
H 0.732104 3.958230 4.673549 -0.0807 0.2737 -0.0855 0.1438
C -6.198262 -5.564072 -1.514604 -0.9049 0.4355 0.5446 -0.1465
C -4.917291 -4.845327 -1.789398 0.2513 1.1884 0.2496 -0.1421
O -4.013216 -5.892949 -2.084784 -0.4000 -1.0065 -0.2877 0.0659
C -4.760142 -6.953992 -2.508985 1.1285 -2.0724 -1.0586 -0.5169
O -4.297370 -7.967324 -3.005659 -1.0902 2.2592 1.1277 0.1303
O -6.091761 -6.732645 -2.305834 0.8158 -0.3335 -0.3242 0.0585
H -7.074898 -4.978269 -1.804403 0.1083 -0.2341 -0.0121 0.1375
H -6.296779 -5.856383 -0.463923 0.0232 0.0419 -0.0758 0.1312
H -4.987608 -4.183110 -2.658778 -0.0085 -0.0547 0.0955 0.1405
H -4.572120 -4.266219 -0.928497 0.0594 -0.1452 -0.2204 0.1276
```
Positions in Å, forces in eV/Å.

Kohn-Sham gap = 6.45 eV
net charge = -1
electronic energy = -92004.228 eV
E_HOMO = -5.277 eV



No. 3
Molecular formula: C5H26N2O6S
Method: DFT, ωB97M-V with the def2-TZVPD basis set

```
40
Properties=species:S:1:pos:R:3:forces:R:3:nbo_charge:R:1
C 0.755682 0.647219 -2.741564 -1.0842 -0.5143 0.6964 -0.2024
N 0.443410 1.281224 -1.466222 1.3784 1.6076 0.3846 -0.7005
C -0.099380 2.621506 -1.534198 -0.4189 1.8523 0.0675 -0.0786
N -1.532671 2.737131 -1.739727 1.1511 0.7008 0.2855 -0.8743
C 1.398657 -0.751981 -2.539349 -1.1696 1.4811 -0.7159 -0.4113
C 0.840673 -1.568330 -1.370334 1.1745 -1.7899 -0.6010 -0.4370
C 0.177420 -2.944080 -1.747378 -0.0241 1.1997 0.6203 -0.5095
S -1.408078 -3.093432 -0.846887 -0.0411 -0.4166 -0.1907 -0.0457
H -0.183702 0.652887 -3.310393 0.1464 -0.6255 -0.3910 0.1642
H 1.467565 1.219469 -3.325147 0.0648 0.5360 0.2005 0.1974
H -0.180194 0.804464 -0.831389 -0.0373 -0.7278 -0.4362 0.3813
H 0.382227 3.327265 -2.224261 0.2263 -1.0026 -0.7788 0.1917
H 0.159440 3.223864 -0.650453 -0.3696 -0.7670 0.5718 0.1848
H -2.053075 2.440938 -0.930761 -0.4235 -0.4296 -0.4941 0.3780
H -1.819179 2.485203 -2.666994 -0.5604 -0.3569 0.2035 0.3688
H 2.468442 -0.552399 -2.468155 0.0768 -0.3106 0.2839 0.1969
H 1.245650 -1.204941 -3.521591 0.1528 -0.5820 0.2057 0.2177
H 1.745436 -1.887929 -0.843282 -0.2144 0.2449 0.5100 0.2021
H 0.181572 -1.099234 -0.653783 0.0855 0.5456 -0.1513 0.2227
H 0.844943 -3.709445 -1.363811 -0.2361 -0.3704 -0.2729 0.2190
H 0.038838 -3.044734 -2.817359 -0.0694 -0.1706 -0.0528 0.2205
H -2.244973 -2.943439 -1.882474 0.0739 0.0329 0.0055 0.1286
H 1.908448 1.443305 -0.002976 -0.0172 -0.1649 0.0122 0.5006
H 2.637671 0.226112 -0.267487 0.1214 -0.3373 0.3445 0.4852
O 2.404167 0.763435 0.502168 0.2062 0.3893 -0.5504 -0.9923
H 0.225704 1.673278 2.870123 0.2263 -0.2306 -0.1204 0.5089
H 0.802631 1.423379 1.437526 -0.1818 -0.2523 0.4662 0.4878
O -0.017499 1.544679 1.936731 -0.1210 0.1926 -0.1553 -1.0002
H -2.699674 -1.596434 1.786945 0.1676 0.3584 -0.3193 0.4714
H -3.614005 -1.181401 0.590497 0.5082 0.3245 0.0964 0.4780
O -3.587729 -1.627369 1.435654 -0.9784 -1.1333 0.3468 -0.9453
H 1.645738 2.793242 3.630579 0.2450 0.0342 0.3081 0.4605
H 2.301438 1.394542 3.666944 -0.2227 -0.1491 0.4208 0.5000
O 1.695819 1.985050 4.158439 -0.1109 0.3905 -0.4572 -0.9618
H -2.897704 1.675939 1.239325 -0.3069 -0.1513 0.0302 0.4625
H -1.616017 0.946162 1.457484 -0.2100 -0.2281 -0.0601 0.4970
O -2.541477 0.781938 1.172807 0.6549 0.8707 -0.1348 -0.9808
H 1.856149 -0.863023 3.117057 0.0431 -0.0287 0.7391 0.4738
H 2.727649 -0.151711 2.213181 0.5514 0.3125 0.1789 0.4917
O 2.681043 -0.357265 3.166117 -0.4574 -0.3341 -1.0963 -0.9514
```
Positions in Å, forces in eV/Å.

Kohn-Sham gap = 9.42 eV
net charge = 0
energy above the lowest of the compared OMol25 structures with the same formula, charge and spin = 51.1 kcal/mol
SMILES string = NCNCCCCS.O.O.O.O.O.O
electronic energy = -31706.493 eV
E_HOMO = -9.177 eV



> Which formula does entry 1 have?

C14H27AsF6NO4S5Tc



> Among the records above, which one has the highest electronic energy?

C5H26N2O6S



> Which value of electronic energy does entry 1 give?

-158125.828 eV